Molecular formula: C40H38Cl2N3O3P2RuS2
Method: DFT, ωB97M-V/def2-TZVPD

Element x y z (Å)
Ru: 0.102 -0.531 -0.393
N: 0.997 -2.099 -0.309
P: 2.113 0.648 -1.010
C: 3.403 0.933 0.186
C: 3.090 0.762 1.538
C: 4.048 1.016 2.506
C: 5.315 1.435 2.123
C: 5.634 1.602 0.778
C: 4.683 1.351 -0.194
C: 2.884 0.115 -2.528
C: 3.650 -1.051 -2.464
C: 4.226 -1.561 -3.613
C: 4.043 -0.908 -4.826
C: 3.287 0.252 -4.892
C: 2.697 0.766 -3.745
P: 0.377 -3.666 -0.900
C: 0.910 -3.564 -2.669
C: 0.564 -2.474 -3.487
C: 0.841 -2.478 -4.842
C: 1.457 -3.581 -5.416
C: 1.797 -4.669 -4.627
C: 1.524 -4.666 -3.265
C: 1.639 -4.762 -0.196
C: 1.226 -5.861 0.553
C: 2.164 -6.723 1.109
C: 3.515 -6.478 0.931
C: 3.939 -5.379 0.190
C: 3.007 -4.529 -0.376
H: 1.757 -2.167 0.371
H: 2.096 0.429 1.821
H: 3.814 0.884 3.553
H: 6.067 1.628 2.877
H: 6.627 1.922 0.494
H: 4.927 1.469 -1.243
H: 3.810 -1.548 -1.513
H: 4.821 -2.463 -3.565
H: 4.500 -1.304 -5.724
H: 3.157 0.763 -5.837
H: 2.114 1.675 -3.798
H: 0.085 -1.578 -3.076
H: 0.574 -1.626 -5.454
H: 1.664 -3.591 -6.478
H: 2.274 -5.534 -5.070
H: 1.790 -5.531 -2.674
H: 0.168 -6.047 0.698
H: 1.838 -7.580 1.682
H: 4.246 -7.146 1.367
H: 4.996 -5.198 0.047
H: 3.340 -3.698 -0.989
Cl: -3.295 0.681 3.069
C: -1.617 1.254 3.215
Cl: -0.645 0.146 4.176
C: -1.095 1.434 1.784
O: -1.364 2.494 1.218
O: -0.449 0.426 1.321
H: -1.645 2.212 3.721
S: -5.849 -3.357 -0.119
C: -4.311 -2.550 -0.253
C: -3.796 -2.003 -1.434
C: -2.566 -1.396 -1.409
N: -1.817 -1.291 -0.297
C: -2.315 -1.807 0.845
C: -3.533 -2.432 0.906
C: -6.470 -3.256 -1.783
C: -6.159 -4.248 -2.701
C: -6.673 -4.130 -3.985
N: -7.445 -3.121 -4.379
C: -7.750 -2.190 -3.479
C: -7.293 -2.208 -2.167
H: -4.347 -2.056 -2.361
H: -2.145 -0.974 -2.315
H: -1.698 -1.697 1.727
H: -3.883 -2.829 1.850
H: -5.540 -5.091 -2.423
H: -6.455 -4.884 -4.732
H: -8.396 -1.390 -3.821
H: -7.576 -1.433 -1.468
O: 1.594 2.212 -1.482
S: 0.321 2.636 -0.555
C: 0.781 4.304 -0.012
C: -0.171 5.269 -0.721
C: -0.509 4.654 -2.077
C: -0.877 3.203 -1.779
H: 1.820 4.411 -0.325
H: 0.717 4.315 1.073
H: 0.303 6.245 -0.820
H: -1.077 5.391 -0.126
H: 0.352 4.694 -2.746
H: -1.339 5.164 -2.563
H: -0.830 2.517 -2.624
H: -1.838 3.112 -1.270

Cartesian forces, eV/Å:
0.12 1.33 -0.24
-0.11 -0.79 0.11
-0.05 0.17 0.19
-0.01 -0.02 0.05
-0.10 -0.03 -0.05
0.02 0.00 0.00
0.01 0.00 0.01
0.00 0.00 0.01
-0.03 0.00 -0.06
0.05 -0.06 -0.08
-0.01 0.06 0.00
0.01 -0.03 -0.01
0.01 -0.01 -0.02
-0.02 0.01 0.03
-0.01 -0.02 -0.02
0.20 0.18 -0.20
-0.16 0.27 -0.18
0.03 -0.04 0.44
0.02 -0.04 0.07
0.05 -0.08 -0.04
-0.01 0.04 -0.06
-0.08 0.13 0.06
0.10 0.13 0.07
-0.11 0.03 0.00
-0.02 0.04 -0.02
0.03 -0.01 0.01
0.01 0.01 0.00
-0.02 -0.02 -0.02
0.17 -0.11 -0.20
0.01 0.01 0.04
-0.02 -0.01 0.00
0.00 0.00 0.00
-0.01 0.00 -0.01
0.02 0.00 0.01
0.01 0.00 0.00
0.00 0.00 -0.01
0.00 0.00 0.00
0.00 0.00 0.00
0.00 0.00 -0.01
0.04 -0.21 0.12
-0.01 0.02 0.02
0.01 -0.02 0.01
-0.01 0.01 -0.01
0.00 -0.02 0.03
0.01 -0.01 0.01
-0.01 0.00 0.00
0.00 0.00 -0.01
0.00 0.00 0.00
-0.02 -0.02 0.00
0.06 0.04 0.00
-0.07 0.00 0.04
0.04 0.00 0.00
0.01 -0.17 -0.05
0.03 -0.03 -0.04
0.03 -0.13 -0.05
-0.02 0.02 -0.03
0.06 0.06 0.04
-0.01 0.03 -0.06
-0.06 -0.04 0.05
0.06 0.02 0.02
-0.42 -0.47 0.21
0.13 0.07 -0.10
-0.09 -0.07 -0.04
0.01 -0.04 -0.04
-0.01 0.03 0.02
0.00 -0.03 -0.09
0.04 -0.01 0.13
-0.06 0.03 -0.10
0.04 -0.03 0.05
0.01 0.02 -0.03
-0.02 -0.02 -0.01
-0.01 -0.02 0.00
0.02 0.02 0.01
-0.01 -0.01 -0.02
0.01 0.00 0.01
0.01 0.00 0.03
0.00 0.01 -0.01
0.15 -0.10 -0.04
-0.12 -0.15 -0.06
0.00 0.00 0.04
-0.03 -0.01 -0.02
0.04 -0.01 0.06
0.11 0.12 -0.03
-0.01 -0.03 -0.02
-0.01 0.01 -0.01
-0.01 0.00 0.01
0.00 0.01 0.01
-0.01 0.00 -0.01
0.00 0.00 0.00
-0.01 -0.02 0.01
0.00 -0.01 0.01

As for the expectation value of S²: 0.778. The spin multiplicity is 2. The value obtained for the energy above the lowest of the compared OMol25 structures with the same formula, charge and spin is 2.1159 eV. The calculation puts the HOMO-LUMO gap (spin up / spin down) at 6.68 / 6.49 eV. Its net charge is +2. The total energy comes out at -120570.7405 eV.